[1]
# C10H13O3

A 2-piece molecular cluster, C10H13O3 overall in a non-equilibrium geometry (the ωB97M-V functional and the def2-TZVPD basis, OMol25).

Each line ends with the natural charge from an NBO analysis.
Element x y z (Å)
C: 2.17 0.81 1.41  -0.541
C: 3.33 0.51 2.41  -0.651
C: 2.85 0.67 0.01  0.788
O: 3.96 0.15 -0.17  -0.675
O: 1.99 0.75 -0.98  -0.734
H: 1.43 -0.03 1.39  0.238
H: 1.62 1.79 1.57  0.234
H: 4.28 0.80 1.92  0.243
H: 3.66 -0.54 2.54  0.208
H: 3.15 0.74 3.46  0.194
C: -3.80 -2.50 -0.70  -0.633
C: -0.94 0.72 -0.32  0.407
C: -0.57 -0.71 -0.29  -0.359
C: -2.33 0.99 -0.27  -0.329
C: -1.53 -1.65 -0.32  -0.194
C: -3.24 -0.02 -0.32  -0.209
C: -2.85 -1.34 -0.41  -0.137
O: -0.27 1.69 -0.58  -0.728
H: 0.99 1.29 -0.77  0.495
H: 0.45 -0.93 -0.21  0.206
H: -2.51 2.07 -0.37  0.199
H: -1.12 -2.67 -0.53  0.183
H: -4.27 0.28 -0.31  0.183
H: -3.06 -3.26 -1.04  0.210
H: -4.58 -2.04 -1.24  0.212
H: -4.05 -3.07 0.15  0.193

## Properties
**Total charge**: -1
**Energy**: -16723.5952 eV
**HOMO-LUMO gap**: 6.942 eV
**Energy above the lowest of the compared OMol25 structures with the same formula, charge and spin**: 50.5 kcal per mole

[2]
# C6H6NO

C6H6NO as an isolated structure in a non-equilibrium geometry (the ωB97M-V functional and the def2-TZVPD basis, OMol25).

Each line ends with the Mulliken spin population.
Element x y z (Å)
C: -2.25 0.33 0.06  0.152
C: -1.58 1.61 -0.03  0.184
C: -1.35 -0.67 0.05  0.472
C: 1.33 -0.84 0.14  0.009
C: -0.36 1.09 -0.20  1.212
C: 2.58 -0.04 0.02  -0.010
N: -0.06 -0.17 0.16  -0.076
O: 2.74 1.13 0.26  0.015
H: -3.31 0.28 -0.07  0.007
H: -1.98 2.69 -0.29  0.009
H: -1.62 -1.69 0.08  0.025
H: 1.33 -1.42 1.10  0.002
H: 3.28 -0.67 -0.65  0.002
H: 1.24 -1.62 -0.63  -0.003

## Properties
**Total charge**: +1
**Energy**: -9843.4848 eV
**2S+1**: 3
**HOMO-LUMO gap (alpha / beta)**: 10.468 / 6.642 eV
**Energy above the lowest of the compared OMol25 structures with the same formula, charge and spin**: 14.5 kcal per mole

[3]
# C18H28N2O4

The molecule C18H28N2O4 (the ωB97M-V functional and the def2-TZVPD basis, OMol25).

Each line ends with the natural charge from an NBO analysis.
Element x y z (Å)
C: -4.80 -2.89 -0.15  -0.599
C: -3.39 -2.49 -0.60  -0.388
C: -2.81 -1.40 0.30  -0.395
C: -1.40 -1.01 -0.15  -0.415
C: -0.76 0.09 0.73  0.170
O: -1.31 0.10 2.02  -0.728
C: -0.87 1.51 0.12  -0.401
C: -2.30 2.01 0.03  -0.404
C: -2.36 3.49 -0.35  -0.386
C: -3.80 3.99 -0.45  -0.599
C: 0.74 -0.21 0.89  0.685
O: 1.25 -0.29 1.98  -0.608
N: 1.44 -0.31 -0.27  -0.452
N: 2.77 -0.74 -0.25  -0.309
C: 2.99 -2.09 -0.18  0.893
O: 4.05 -2.64 -0.15  -0.617
O: 1.80 -2.74 -0.23  -0.526
C: 1.90 -4.16 -0.15  -0.253
C: 3.76 0.27 -0.13  0.229
C: 3.42 1.57 -0.48  -0.274
C: 4.36 2.59 -0.37  -0.184
C: 5.64 2.31 0.08  -0.232
C: 5.97 1.01 0.43  -0.189
C: 5.04 -0.01 0.33  -0.259
H: -4.78 -3.26 0.87  0.203
H: -5.20 -3.67 -0.80  0.207
H: -5.47 -2.03 -0.19  0.201
H: -3.43 -2.13 -1.63  0.189
H: -2.74 -3.37 -0.57  0.190
H: -3.46 -0.53 0.28  0.201
H: -2.77 -1.75 1.33  0.218
H: -1.43 -0.67 -1.18  0.196
H: -0.78 -1.91 -0.10  0.213
H: -0.57 -0.01 2.64  0.502
H: -0.41 1.52 -0.87  0.193
H: -0.30 2.19 0.76  0.214
H: -2.85 1.43 -0.72  0.191
H: -2.78 1.86 1.00  0.219
H: -1.82 4.08 0.40  0.196
H: -1.86 3.64 -1.31  0.190
H: -4.31 3.86 0.50  0.203
H: -4.35 3.43 -1.21  0.199
H: -3.82 5.04 -0.71  0.208
H: 0.94 -0.44 -1.15  0.403
H: 0.89 -4.54 -0.32  0.195
H: 2.26 -4.46 0.83  0.195
H: 2.58 -4.54 -0.91  0.198
H: 2.42 1.80 -0.82  0.220
H: 4.08 3.59 -0.64  0.212
H: 6.37 3.10 0.16  0.213
H: 6.96 0.78 0.79  0.215
H: 5.31 -1.01 0.60  0.252

## Properties
**Total charge**: 0
**Energy**: -30291.0600 eV
**HOMO-LUMO gap**: 9.283 eV
**Energy above the lowest of the compared OMol25 structures with the same formula, charge and spin**: 42.7 kcal per mole

energy of number 3 (C18H28N2O4)?
-30291.0600 eV